The following is a quantum chemistry calculation of the molecule C7H13N, from OMol25.

Energy relative to the best compared isomer or geometry (same formula, charge and spin) ... 174.92 kcal per mole
Lowest unoccupied orbital energy ... -1.25 eV
Electronic energy ... -8952.3477 eV
HOMO energy ... -7.378 eV
Gap between HOMO and LUMO ... 6.1276 eV

The geometry in ORCA input format:
```
! wB97M-V def2-TZVPD RIJCOSX def2/J DEFGRID3
* xyz 0 1
C -2.41708 0.12893 0.12584
C -1.38985 -0.99498 -0.16844
C -0.21384 -0.65323 -1.09073
N -0.13438 2.11614 0.86571
C 0.52581 0.94626 0.75780
C 0.68692 0.53985 -0.66042
C 2.54480 -1.02384 0.17432
C 1.96958 0.22201 0.18497
H -2.05990 1.10138 -0.19353
H -3.30381 -0.17572 -0.40622
H -2.75570 0.15455 1.15276
H -0.96995 -1.31825 0.78751
H -1.88659 -1.82617 -0.61828
H -0.59825 -0.34192 -2.07040
H 0.34823 -1.58656 -1.15812
H 0.38695 0.41942 1.71521
H 0.34908 2.87059 1.38782
H 0.86032 1.33210 -1.37059
H 3.33213 -1.20284 -0.53727
H 2.12574 -1.80073 0.80581
H 2.59976 1.09300 0.31627
*
```


The following is a quantum chemistry calculation of the molecule C11H20ClN3O3S, from OMol25.

Energy relative to the best compared isomer or geometry (same formula, charge and spin) ... 0.00 kcal per mole
Lowest unoccupied orbital energy ... -0.40 eV
Electronic energy ... -45699.7588 eV
HOMO energy ... -9.087 eV
Gap between HOMO and LUMO ... 8.6904 eV

The geometry in ORCA input format:
```
! wB97M-V def2-TZVPD RIJCOSX def2/J DEFGRID3
* xyz 0 1
O 3.62632 1.41426 2.03132
O 0.68618 -0.46746 -0.80130
O 3.94854 -3.86547 0.57506
Cl -0.41235 -4.20051 2.71939
N 2.45953 1.22833 1.65284
C 0.96470 0.36308 0.02394
N 2.25140 0.42371 0.55392
N -0.00799 1.21424 0.56779
S 2.91976 -2.89410 0.21554
C 0.76496 -4.14116 1.39070
C 3.39486 -0.18274 -0.16261
C 1.74275 -2.96833 1.60105
C 3.89019 -1.42723 0.59821
C -1.74306 4.37395 0.25437
C -1.65887 3.50242 1.47874
C -0.93060 3.75310 -0.86860
C -2.16922 2.07290 1.15215
C -1.34313 2.32070 -1.23064
C -1.36031 1.42722 0.04476
H 0.36494 1.90278 1.19974
H 1.32152 -5.08303 1.34613
H 0.23596 -4.01974 0.47805
H 3.15887 -0.47372 -1.21103
H 4.22574 0.54352 -0.21650
H 2.31344 -3.02078 2.53791
H 1.16132 -2.03898 1.61100
H 4.92430 -1.63156 0.30029
H 3.89587 -1.20685 1.65873
H -2.78529 4.51534 -0.10867
H -1.31919 5.34206 0.43970
H -0.61574 3.44471 1.89443
H -2.30942 3.92493 2.25082
H -0.99526 4.35440 -1.77672
H 0.13775 3.74754 -0.60110
H -2.11091 1.48216 2.08759
H -3.19974 2.10013 0.78892
H -0.67292 1.95850 -1.99088
H -2.31216 2.36177 -1.69126
H -1.80482 0.48780 -0.15584
*
```


The following is a quantum chemistry calculation of the molecule C6H10N2, from OMol25.

Energy relative to the best compared isomer or geometry (same formula, charge and spin) ... 174.63 kcal per mole
Lowest unoccupied orbital energy ... 1.12 eV
SMILES ... N[C@H]1C=C[C@H]2CN2C1
Electronic energy ... -9356.8642 eV
HOMO energy ... -8.310 eV
Gap between HOMO and LUMO ... 9.4283 eV

The geometry in ORCA input format:
```
! wB97M-V def2-TZVPD RIJCOSX def2/J DEFGRID3
* xyz 0 1
C -0.74101 -0.63077 -0.91247
C -1.14521 0.60387 -0.05114
C 0.76708 1.54730 1.55207
C 0.44078 0.18762 1.49655
C 1.24491 -0.85096 0.71060
C 0.70501 -1.28315 -0.52544
H 0.22036 -1.24070 -2.69631
H -1.13294 -0.44198 -3.06480
H -1.74351 -1.29392 -0.77057
H -1.79556 1.41423 -0.39475
H -1.61599 0.19512 1.04875
H 1.71257 2.15623 1.16153
H 0.17161 2.11546 2.43769
H -0.26840 -0.04482 2.31558
H 2.21236 -1.27355 1.26623
H 1.24690 -1.79414 -1.59620
N -0.41698 -0.39485 -2.41798
N 0.13803 1.02902 0.44068
*
```


The following is a quantum chemistry calculation of C14H14N6NiS2 as an isolated structure, from OMol25.

Lowest unoccupied orbital energy (spin up / spin down) ... -7.41 / -7.41 eV
Electronic energy ... -86387.0153 eV
HOMO energy (spin up / spin down) ... -14.737 / -14.737 eV
Gap between HOMO and LUMO (spin up / spin down) ... 7.3287 / 7.3299 eV

The geometry in ORCA input format:
```
! wB97M-V def2-TZVPD RIJCOSX def2/J DEFGRID3
* xyz 2 1
Ni -0.04259 0.78952 0.01429
N -3.39164 -0.78920 1.37966
C -4.08528 0.15051 0.64486
C -3.14931 0.91813 0.03048
N -1.90332 0.44923 0.37795
C -2.08350 -0.57129 1.20245
C -0.89645 -1.17308 1.77226
N 0.24503 -0.61058 1.43918
C 1.23960 -1.29391 2.09300
C 0.66943 -2.28407 2.83524
N -0.68795 -2.19068 2.62243
H -3.81832 -1.49345 1.96232
H -5.15988 0.20543 0.64074
H -3.29602 1.76651 -0.61571
H 2.28131 -1.04501 1.98752
H 1.10368 -3.02227 3.48685
H -1.37721 -2.81211 3.01727
C 2.16450 2.61146 1.89374
C 2.56579 1.98705 0.59919
N 1.76863 1.29051 -0.17849
C 2.39046 0.82968 -1.33008
C 3.69044 1.17444 -1.40813
S 4.13560 2.10149 -0.04054
C 1.53101 0.10890 -2.25914
C 1.80046 -0.44427 -3.45994
S 0.37387 -1.11082 -4.11333
C -0.52584 -0.61727 -2.75560
N 0.21171 0.00433 -1.86335
C -1.99067 -0.87926 -2.64284
H 1.11489 2.41453 2.10546
H 2.31695 3.68995 1.86158
H 2.76672 2.22223 2.71448
H 4.39279 0.95539 -2.19677
H 2.74214 -0.49388 -3.98314
H -2.37171 -1.35816 -3.54192
H -2.53024 0.05470 -2.49709
H -2.19508 -1.53467 -1.79488
*
```


The following is a quantum chemistry calculation of a 2-piece molecular cluster, C2H4N4O overall, from OMol25.

Energy relative to the best compared isomer or geometry (same formula, charge and spin) ... 180.72 kcal per mole
Lowest unoccupied orbital energy (spin up / spin down) ... 0.23 / 0.12 eV
Electronic energy ... -10139.2979 eV
HOMO energy (spin up / spin down) ... -7.884 / -7.467 eV
Gap between HOMO and LUMO (spin up / spin down) ... 8.1116 / 7.5835 eV

The geometry in ORCA input format:
```
! wB97M-V def2-TZVPD RIJCOSX def2/J DEFGRID3
* xyz 0 1
C 1.17898 -0.23805 1.90290
C -0.18492 1.06046 -0.31633
N 1.02119 0.77270 -0.48216
N 2.18771 0.69362 -0.39265
N -1.50994 -0.82041 -1.21941
N -1.34214 0.49541 -0.64521
O 2.26493 -0.04391 1.43094
H 0.87434 -0.55060 2.92706
H -0.99021 -1.41414 -0.66389
H -1.35708 -0.83566 -2.31247
H -2.14286 0.88059 -0.22879
*
```


The following is a quantum chemistry calculation of the molecule C5H11NO, from OMol25.

Energy relative to the best compared isomer or geometry (same formula, charge and spin) ... 29.75 kcal per mole
Lowest unoccupied orbital energy ... 0.86 eV
SMILES ... CC(C)N(C)C=O
Electronic energy ... -8900.4072 eV
HOMO energy ... -9.284 eV
Gap between HOMO and LUMO ... 10.1460 eV

The geometry in ORCA input format:
```
! wB97M-V def2-TZVPD RIJCOSX def2/J DEFGRID3
* xyz 0 1
C 0.31771 -0.28929 -1.59138
C 0.66460 -0.05545 -0.11931
C 1.17850 1.32188 0.28325
N -0.45950 -0.43551 0.71547
C -1.58936 0.45753 0.40047
C -0.30686 -1.72384 1.20312
O 0.64602 -2.42792 0.89774
H -0.20070 0.54422 -2.08011
H 1.23622 -0.49524 -2.13768
H -0.32557 -1.17595 -1.66682
H 1.42656 -0.78117 0.12678
H 1.10335 1.43478 1.37262
H 2.23195 1.38048 0.00851
H 0.65182 2.16449 -0.17936
H -1.25191 1.13906 -0.39652
H -2.45016 -0.05941 -0.02544
H -1.87461 1.11390 1.22465
H -0.99809 -2.11257 1.96401
*
```


The following is a quantum chemistry calculation of a 2-piece molecular cluster, C26H35F2OSi overall, from OMol25.

Energy relative to the best compared isomer or geometry (same formula, charge and spin) ... 0.00 kcal per mole
Lowest unoccupied orbital energy ... -5.90 eV
Electronic energy ... -42884.4593 eV
HOMO energy ... -10.806 eV
Gap between HOMO and LUMO ... 4.9091 eV

The geometry in ORCA input format:
```
! wB97M-V def2-TZVPD RIJCOSX def2/J DEFGRID3
* xyz 1 1
C -0.89976 -3.20202 -1.00934
Si -0.59618 -3.26492 0.82163
C -1.65902 -2.22482 1.93508
C -0.66823 -5.06335 1.29679
O 0.98936 -2.71271 1.01641
C 1.41917 -1.55670 1.60002
C 1.19684 -0.33305 1.05047
C 1.99649 0.85142 1.49723
C 3.47310 0.85274 1.04128
C 4.43624 -0.00656 1.86434
C 4.44432 -1.50413 1.50836
C 3.61086 -2.39465 2.42810
C 2.25759 -1.80292 2.82513
H -1.95721 -3.39364 -1.23601
H -0.61475 -2.24315 -1.45514
H -0.30113 -3.98656 -1.49493
H -2.71902 -2.46082 1.77221
H -1.41430 -2.44478 2.98470
H -1.51271 -1.14827 1.78161
H -1.70732 -5.41478 1.21394
H -0.04742 -5.65730 0.61269
H -0.32237 -5.22913 2.32393
H 0.51406 -0.19238 0.21507
H 1.51413 1.74545 1.07570
H 1.95833 0.96668 2.59416
H 3.51778 0.54477 -0.01068
H 3.83394 1.89030 1.08457
H 5.44924 0.37590 1.67204
H 4.25256 0.13453 2.93637
H 4.12266 -1.64502 0.46698
H 5.48271 -1.86534 1.55675
H 3.44762 -3.35870 1.92742
H 4.17751 -2.60697 3.34481
H 2.38484 -0.86741 3.37761
H 1.73862 -2.51399 3.48882
C -2.58256 5.72674 1.93330
C -2.17661 4.44576 1.31019
C -1.98385 4.38813 -0.06709
F -2.07687 5.56542 -0.76771
C -1.71591 3.22588 -0.75284
C -1.54829 2.00384 -0.02687
C -1.37517 0.74414 -0.66047
C -1.36456 0.56434 -2.08606
C -0.66642 1.45425 -2.94885
C -0.77211 1.29752 -4.31350
F -0.20884 2.24088 -5.13623
C -1.45310 0.24237 -4.91577
C -1.50401 0.13696 -6.39331
C -2.07054 -0.68814 -4.06866
C -2.04177 -0.53017 -2.69471
C -1.63557 2.08267 1.39738
C -1.95360 3.26646 2.03890
H -2.83823 5.56636 2.98293
H -1.77879 6.47102 1.88137
H -3.45621 6.15252 1.42586
H -1.67902 3.25445 -1.83710
H -1.59851 -0.13635 -0.05660
H -0.08347 2.27453 -2.53381
H -1.96903 -0.81035 -6.67454
H -2.09264 0.94656 -6.84160
H -0.50115 0.17592 -6.83294
H -2.58503 -1.54246 -4.51376
H -2.56351 -1.24088 -2.05100
H -1.47587 1.16562 1.96869
H -2.04727 3.28828 3.12664
*
```